Record 1
Molecular formula: C32H62CaClN7O5P3S
Method: DFT, ωB97M-V with the def2-TZVPD basis set

As for the lowest unoccupied orbital energy: 2.199 eV. Its charge is -1. Its frontier orbital gap is 6.2404 eV. The highest occupied orbital energy is -4.04 eV.

Geometry (Å):
1 Ca 2.01443 -1.70901 -0.63160
2 C 4.28809 -1.47541 2.59981
3 N 3.10171 -2.25756 2.32968
4 C 3.39698 -3.68300 2.05554
5 P 1.55784 -2.00479 2.82129
6 O 0.61255 -2.30115 1.72585
7 O 1.61549 -0.50914 3.34717
8 P 1.51006 0.75320 2.38396
9 O 1.70348 0.35545 0.98198
10 N 2.77360 1.64081 2.95205
11 C 2.47339 2.17594 4.28260
12 C 3.30061 2.69381 2.08108
13 N 0.06775 1.38143 2.81215
14 C -0.78570 2.09393 1.85609
15 C -0.48278 1.21460 4.15015
16 N 1.27763 -2.90449 4.14308
17 C 0.06190 -3.71541 4.23759
18 C 2.17202 -2.60746 5.24477
19 H 4.88983 -1.54900 1.68181
20 H 4.89575 -1.95008 3.39813
21 H 4.13373 -0.43023 2.81429
22 H 3.98570 -3.72120 1.13855
23 H 2.47775 -4.24318 1.87441
24 H 3.93610 -4.13177 2.88456
25 H 2.10414 1.42558 4.96613
26 H 1.74495 2.97679 4.20697
27 H 3.40561 2.56482 4.72709
28 H 2.73004 3.62914 2.15856
29 H 3.32592 2.34915 1.04535
30 H 4.32527 2.93227 2.37576
31 H -0.44264 1.96976 0.82207
32 H -0.80160 3.16790 2.09606
33 H -1.79303 1.68167 1.89812
34 H 0.17170 0.59533 4.76556
35 H -1.41199 0.65532 4.10744
36 H -0.65656 2.16355 4.62315
37 H -0.54898 -3.58518 3.35789
38 H -0.49436 -3.38195 5.11629
39 H 0.36920 -4.76299 4.32096
40 H 2.96417 -1.88486 4.97623
41 H 2.69406 -3.51461 5.57442
42 H 1.61236 -2.26334 6.10862
43 N -0.56701 -1.73313 -1.01102
44 C -1.01442 -2.93263 -1.75534
45 C -0.84831 -4.24574 -0.95265
46 C 0.56227 -4.61261 -0.41472
47 O 0.73641 -5.65307 0.22440
48 O 1.48956 -3.83670 -0.77863
49 H -0.95209 -1.77649 -0.07112
50 H -0.94169 -0.90313 -1.45687
51 H -0.45272 -3.02718 -2.68435
52 H -2.08596 -2.89110 -2.03035
53 H -1.06438 -5.09048 -1.59075
54 H -1.56426 -4.30621 -0.13865
55 C -0.21112 4.63651 -1.14880
56 C -1.38020 3.95379 -1.83454
57 C -2.59512 3.97581 -0.89113
58 P -0.89327 2.17896 -2.31107
59 C 0.26598 2.32028 -3.78953
60 C 1.54989 3.09622 -3.40485
61 C -0.30930 2.84913 -5.11828
62 C -2.46678 1.49470 -3.08528
63 C -3.27352 0.78851 -1.96282
64 C -3.35371 2.48896 -3.86743
65 H -0.57537 5.57346 -0.72852
66 H 0.63455 4.82534 -1.77963
67 H 0.14358 4.01251 -0.31202
68 H -1.61472 4.48714 -2.78116
69 H -2.41905 3.27136 -0.09409
70 H -3.52246 3.72302 -1.40429
71 H -2.71135 5.00008 -0.48045
72 H 0.53693 1.27968 -3.91978
73 H 1.33416 4.15278 -3.55021
74 H 2.37895 2.86502 -4.05191
75 H 1.86856 2.88599 -2.39964
76 H -0.78475 3.82826 -4.98875
77 H -1.07649 2.18036 -5.49146
78 H 0.46065 2.94859 -5.87607
79 H -2.11549 0.71520 -3.79428
80 H -3.55213 1.48393 -1.18788
81 H -2.71770 0.03179 -1.47861
82 H -4.18352 0.31983 -2.37606
83 H -3.71447 3.27465 -3.21824
84 H -4.26251 1.96574 -4.21942
85 H -2.89322 2.91351 -4.76025
86 Cl 5.10490 -1.72434 -1.17792
87 C 4.32845 -2.00598 -2.75838
88 C 4.56231 -3.16219 -3.46519
89 C 3.87392 -3.39613 -4.65537
90 C 2.97626 -2.42673 -5.13032
91 C 2.79569 -1.26403 -4.42570
92 C 3.39895 -1.00580 -3.15282
93 C 2.93833 0.02199 -2.26379
94 H 5.26711 -3.88916 -3.09551
95 H 3.98395 -4.31907 -5.21427
96 H 2.40754 -2.61125 -6.02857
97 H 2.12907 -0.50707 -4.81500
98 H 2.35527 0.73635 -2.84274
99 H 3.78851 0.55752 -1.81564
100 C -7.37372 -1.40531 0.88250
101 C -6.20546 -0.59071 1.35490
102 C -6.34374 0.77565 1.59502
103 C -5.16805 1.41192 1.94999
104 N -4.00533 0.80492 2.11604
105 C -3.94275 -0.53861 1.90791
106 S -2.48379 -1.42962 2.16376
107 N -5.05663 -1.24717 1.50929
108 H -8.32830 -0.84080 0.94483
109 H -7.48089 -2.30902 1.49863
110 H -7.17946 -1.74834 -0.13730
111 H -7.30503 1.26555 1.52412
112 H -5.15766 2.50014 2.08637

Forces on the atoms, in the same order (eV/Å):
Ca -1.128 0.328 0.830
C 0.878 -0.920 -0.397
N 0.372 -0.337 -0.111
C -0.311 0.576 -0.397
P -0.859 -1.327 -1.174
O 0.377 0.321 0.210
O 0.182 0.253 0.824
P -1.017 -0.425 -0.754
O 0.154 0.274 -0.679
N 0.325 0.873 0.494
C 1.147 0.314 0.190
C 0.241 -0.090 -0.180
N 0.187 0.069 -0.370
C 0.112 0.071 -0.118
C -0.056 -0.895 -0.137
N 0.257 0.823 -0.682
C 0.803 -0.022 0.921
C 0.104 -1.015 0.476
H 0.149 0.253 0.268
H -0.233 0.288 -0.099
H -0.409 0.192 0.110
H 0.153 -0.254 0.054
H 0.026 0.058 -0.074
H 0.220 -0.087 0.194
H -0.096 -0.297 -0.018
H -0.192 0.289 0.149
H -0.308 -0.011 -0.208
H -0.153 -0.134 -0.101
H -0.125 0.030 0.119
H 0.008 -0.090 0.085
H 0.197 -0.097 0.273
H -0.082 -0.105 -0.042
H -0.131 -0.042 0.146
H 0.005 0.285 -0.036
H -0.356 -0.006 -0.296
H -0.011 0.609 0.300
H -0.052 0.124 -0.250
H -0.191 -0.257 0.013
H -0.331 0.003 0.132
H -0.628 -0.219 0.036
H 0.015 -0.040 -0.038
H -0.077 0.408 0.217
N 0.317 -0.443 -0.460
C -0.153 -0.751 0.422
C 0.555 0.209 0.281
C -0.513 -0.504 -0.124
O -0.480 0.248 0.092
O 1.240 0.966 -0.405
H -0.132 0.207 0.264
H 0.047 0.058 0.144
H 0.156 0.161 -0.055
H 0.295 0.212 0.097
H -0.344 -0.214 -0.423
H -0.070 0.147 0.238
C -0.222 -0.277 0.837
C -0.120 -0.314 -1.185
C 0.249 0.626 -0.577
P -0.187 0.189 0.085
C 0.009 0.655 0.067
C -0.952 0.032 -0.523
C -0.194 0.022 0.671
C 0.022 -0.060 -0.090
C -0.585 0.600 -1.274
C -0.438 -0.838 -0.129
H 0.176 0.211 0.058
H 0.270 0.159 -0.325
H -0.080 0.200 -0.149
H -0.015 -0.068 0.497
H -0.161 -0.179 0.518
H 0.073 -0.061 0.224
H 0.055 -0.542 -0.062
H 0.091 -0.389 -0.120
H 0.158 0.194 0.239
H 0.281 -0.302 -0.441
H 0.063 0.056 0.517
H 0.164 -0.027 0.018
H -0.047 -0.155 -0.176
H 0.245 -0.030 -0.127
H -0.077 0.299 0.308
H -0.293 0.267 0.239
H 0.674 -0.879 0.477
H 0.235 0.238 0.155
H 0.034 0.303 -0.030
H 0.296 0.059 0.125
H 0.098 0.058 0.282
Cl -0.001 -0.404 -0.254
C -0.462 0.762 0.140
C -0.018 -0.325 -0.560
C -0.205 0.111 -0.071
C 0.576 -0.339 0.541
C -0.068 0.274 0.469
C -0.084 -0.937 -0.249
C 0.716 0.686 -0.796
H 0.065 -0.109 0.120
H 0.193 0.027 0.213
H 0.033 0.045 -0.201
H -0.176 0.084 0.031
H -0.241 -0.006 0.271
H -0.319 -0.156 0.350
C -0.549 -0.211 0.286
C 0.391 -0.324 0.173
C 0.241 -0.306 0.048
C -0.006 0.464 0.020
N 0.267 0.036 -0.126
C -0.581 -0.764 0.040
S -0.223 0.623 -0.086
N -0.071 0.688 -0.085
H 0.583 -0.268 -0.230
H 0.110 0.222 -0.132
H -0.180 0.108 0.024
H 0.107 0.141 -0.089
H -0.004 -0.238 0.098

Record 2
Molecular formula: C32H62F2N4O8S4
Method: DFT, ωB97M-V with the def2-TZVPD basis set

As for the lowest unoccupied orbital energy: 0.333 eV. Its charge is 0. Its frontier orbital gap is 8.7150 eV. The highest occupied orbital energy is -8.38 eV.

Geometry (Å):
1 C 19.12831 6.80612 10.10794
2 S 19.62550 7.54381 11.61302
3 O 21.05726 7.91924 11.44363
4 C 18.75699 8.99288 11.43574
5 H 19.21632 7.51013 9.29158
6 H 18.05546 6.49300 10.11657
7 H 19.73757 5.90340 10.00853
8 H 17.68690 8.85997 11.24362
9 H 19.14598 9.39687 10.49387
10 H 18.84798 9.69787 12.28745
11 C 11.69894 12.59772 9.06852
12 S 10.05205 12.82058 8.47352
13 O 9.38434 11.51497 8.22322
14 C 9.43038 13.56642 9.95036
15 H 11.92748 13.35353 9.82944
16 H 12.44767 12.68585 8.28365
17 H 11.76426 11.58203 9.52405
18 H 8.37178 13.41123 9.95036
19 H 9.58317 14.63897 9.85942
20 H 9.93166 13.33046 10.87873
21 C 14.17294 10.20292 6.28501
22 S 12.83806 9.38989 7.15558
23 O 13.03762 7.91056 7.14213
24 C 11.53025 9.73928 6.04049
25 H 14.46553 9.60976 5.43138
26 H 14.99432 10.22343 6.99356
27 H 13.79882 11.21976 6.09449
28 H 11.76478 9.40446 5.03494
29 H 11.26713 10.78505 5.97996
30 H 10.62773 9.23392 6.41572
31 C 15.49606 13.33566 10.83437
32 S 16.13914 11.78819 10.29154
33 O 15.64020 11.47250 8.94354
34 C 17.72215 12.55598 10.02608
35 H 15.88189 14.17445 10.28990
36 H 15.63314 13.37909 11.90116
37 H 14.39479 13.36605 10.74968
38 H 17.74165 12.96114 9.03285
39 H 18.54825 11.83270 10.14416
40 H 17.89721 13.33047 10.76424
41 F 11.71425 15.64765 9.54345
42 C 12.39956 16.24509 10.56947
43 C 11.83019 16.36010 11.80772
44 C 12.56639 16.98813 12.80176
45 C 13.88424 17.38855 12.56937
46 C 14.44846 17.20202 11.32206
47 C 13.69247 16.62442 10.32082
48 H 10.82084 16.09599 12.02257
49 H 12.08104 17.16442 13.73780
50 H 14.49420 17.81727 13.32507
51 H 15.46031 17.51306 11.10666
52 H 14.13519 16.38506 9.36779
53 F 19.50285 10.12935 8.26980
54 C 20.71976 10.75018 8.08145
55 C 21.78649 10.19302 8.71999
56 C 23.04088 10.77446 8.51686
57 C 23.17409 11.90412 7.75325
58 C 22.07178 12.46113 7.09886
59 C 20.79891 11.88834 7.30331
60 H 21.72704 9.32165 9.38330
61 H 23.88888 10.30828 9.03207
62 H 24.13073 12.32770 7.51976
63 H 22.07186 13.31764 6.48712
64 H 19.88404 12.20441 6.82491
65 C 12.49158 12.67948 13.44818
66 C 13.66031 11.67714 13.28197
67 O 14.82302 11.97365 13.55235
68 N 13.35438 10.44218 12.81537
69 C 14.41295 9.45081 12.63304
70 H 11.71324 12.37647 14.16922
71 H 11.99489 12.75675 12.48211
72 H 12.98573 13.58505 13.80644
73 H 12.41905 10.06703 12.71132
74 H 14.85959 9.46031 11.64818
75 H 14.09554 8.43642 12.85958
76 H 15.17534 9.74222 13.35655
77 C 21.04133 13.36582 14.58810
78 C 21.10925 12.60169 13.28048
79 O 20.30976 12.78668 12.36868
80 N 22.08664 11.69909 13.23110
81 C 22.37859 10.82360 12.08874
82 H 22.01084 13.73659 14.87516
83 H 20.48842 12.80122 15.34684
84 H 20.47053 14.24159 14.31732
85 H 22.66836 11.61826 14.02660
86 H 21.75690 9.92840 12.10896
87 H 23.39118 10.46372 12.23340
88 H 22.25665 11.36791 11.14966
89 C 18.39328 16.03438 12.46812
90 C 18.88331 16.16299 11.03985
91 O 18.49398 17.04554 10.29463
92 N 19.78434 15.17700 10.68127
93 C 20.36298 15.14681 9.32841
94 H 17.27462 16.08757 12.47802
95 H 18.73141 16.90743 13.05240
96 H 18.65978 15.02465 12.83436
97 H 19.98858 14.46636 11.39557
98 H 19.79590 14.39288 8.70987
99 H 21.45102 14.90486 9.34568
100 H 20.18983 16.16339 8.88630
101 C 17.42450 13.80865 6.32608
102 C 16.18036 14.67632 6.11542
103 O 16.13833 15.62136 5.36142
104 N 15.13745 14.30122 6.92059
105 C 13.84927 15.00928 6.82771
106 H 17.93921 13.72865 5.37712
107 H 17.11816 12.86956 6.79203
108 H 18.06484 14.32582 7.05837
109 H 15.17291 13.46486 7.50242
110 H 13.32851 14.92172 5.88798
111 H 14.13305 16.05659 6.85910
112 H 13.19262 14.69341 7.65056

Forces on the atoms, in the same order (eV/Å):
C -1.305 -0.996 -0.620
S 0.762 -1.705 1.567
O 0.316 0.063 -0.145
C -1.486 2.465 -0.650
H 0.478 0.076 -0.321
H 0.756 0.200 0.348
H -0.011 0.273 -0.287
H 0.062 -0.366 0.256
H 0.061 0.555 0.333
H 0.304 -0.514 -0.536
C 1.054 -0.963 1.013
S -0.385 0.576 -1.318
O 0.350 -0.111 0.466
C -0.031 0.973 0.394
H -0.105 -0.166 -0.235
H -0.159 -0.190 -0.158
H -0.013 0.615 -0.305
H -0.618 -0.332 0.270
H 0.024 0.143 -0.338
H -0.096 -0.771 0.237
C -0.235 -0.015 0.553
S 0.083 -0.167 1.171
O 0.180 0.233 -0.244
C -1.127 -0.226 -0.679
H -0.146 0.110 -0.545
H 0.128 0.221 0.062
H 0.426 -0.280 -0.277
H 0.081 -0.298 -0.123
H 0.194 0.466 0.270
H 0.414 0.012 -0.108
C -2.267 0.245 0.299
S 0.839 0.217 0.785
O -0.815 -0.160 -1.359
C 1.616 -0.900 0.850
H 0.382 0.421 -0.253
H 0.564 0.228 0.452
H 0.273 -0.297 -0.244
H -0.190 0.250 -0.506
H -0.390 0.183 -0.220
H 0.010 0.066 0.053
F 0.060 0.348 0.422
C 0.036 -0.693 -0.563
C -0.004 0.754 0.325
C 0.662 -0.020 -0.320
C -0.561 -0.280 -0.229
C -0.149 -0.014 -0.070
C 0.449 -0.245 -0.453
H -0.595 -0.338 -0.150
H -0.009 0.031 0.532
H 0.166 0.405 0.712
H 0.136 -0.046 0.049
H -0.028 0.193 -0.274
F 0.405 0.523 -0.286
C -0.913 -0.323 0.333
C 1.213 -0.471 0.449
C -0.126 -0.695 0.872
C -0.171 0.714 -1.310
C -1.643 -1.425 1.284
C 0.609 -0.428 -0.141
H -0.363 0.300 -0.368
H -0.206 0.340 -0.358
H 0.462 0.113 0.258
H 0.604 0.910 -0.633
H 0.070 0.382 -0.122
C 0.730 -0.785 0.229
C -0.311 0.024 0.629
O -0.752 0.187 -0.232
N -0.097 -1.076 -0.491
C 0.402 0.390 0.840
H 0.520 -0.147 -0.160
H 0.056 0.474 -0.062
H -0.453 0.134 -0.353
H 0.080 0.804 0.063
H -0.062 0.153 -0.338
H -0.371 0.084 0.027
H 0.227 -0.287 -0.166
C -0.732 0.353 -0.913
C -0.067 -0.180 0.504
O -0.083 0.055 -0.255
N 0.096 -0.458 -1.001
C -0.270 0.072 0.593
H 0.394 -0.278 0.529
H 0.416 0.133 -0.029
H -0.371 0.326 0.303
H 0.440 -0.060 0.616
H -0.186 0.159 -0.211
H 0.271 0.140 -0.296
H 0.084 -0.117 0.216
C -1.043 -0.278 -0.137
C 0.463 -0.729 -0.153
O 0.096 -0.056 -0.068
N -0.278 0.827 0.195
C -0.640 0.045 -0.057
H 0.843 -0.005 -0.162
H 0.153 -0.695 -0.030
H 0.086 0.786 0.421
H 0.090 0.221 -0.773
H 0.788 0.654 0.412
H -0.879 0.107 0.028
H 0.255 -0.980 0.352
C -0.541 0.704 0.571
C 0.271 -0.910 0.946
O -0.182 0.188 -0.216
N -0.990 -0.165 -0.256
C 1.013 0.180 0.535
H 0.150 -0.303 -0.020
H 0.292 -0.210 -0.402
H -0.055 -0.022 -0.348
H 0.277 0.237 -0.417
H -0.056 -0.587 -0.484
H -0.475 0.362 0.417
H 0.319 0.362 -0.262